No. 1
24
Properties=species:S:1:pos:R:3 method="wB97M-V/def2-TZVPD" homo_lumo_gap_ev=6.221
Li -1.5663 0.9368 -0.0520
C -2.2750 2.6568 -0.9628
C -2.9163 1.5366 -1.5805
C -1.9345 0.8147 -2.2371
C -0.6960 1.4054 -2.0619
C -0.8826 2.5751 -1.3343
H -2.6600 3.4818 -0.3839
H -3.9270 1.2915 -1.6268
H -1.9981 -0.1277 -2.7519
H 0.2252 0.9397 -2.3874
H -0.0635 3.0683 -1.0574
Se -0.1805 0.9921 2.8146
N -0.4860 0.1198 1.3370
C 0.5483 -0.7063 1.0947
C 0.6271 -1.6740 0.0453
C 1.6858 -2.5466 0.0444
C 2.6072 -2.6095 1.1580
C 2.5550 -1.7811 2.1461
C 1.4937 -0.7328 2.1724
N 1.2979 0.1102 3.1704
H 0.0695 -1.6485 -0.8857
H 1.8791 -3.1089 -0.8141
H 3.3789 -3.3606 1.2183
H 3.2183 -1.6329 2.9344

No. 2
13
Properties=species:S:1:pos:R:3 method="wB97M-V/def2-TZVPD" homo_lumo_gap_ev="2.615 / 2.669" total_charge=+4
O -2.0222 0.0120 -0.9161
C -1.7128 1.1210 -1.7308
C -1.4653 -0.2747 0.2277
O -2.3129 1.0600 -2.8030
O -0.9786 1.9871 -1.2597
C -2.2096 -1.1499 1.1301
Ga -2.7558 1.5109 -4.2049
H -1.5163 -1.7471 1.7255
H -2.9386 -1.7536 0.5780
Li -0.3890 3.7316 -1.7148
O -0.6263 0.5024 0.7895
H -0.3176 1.2066 0.1599
H -2.6403 -0.3744 1.8587

No. 3
8
Properties=species:S:1:pos:R:3 method="wB97M-V/def2-TZVPD" smiles=C#COC homo_lumo_gap_ev=10.752
C -2.0684 0.2578 0.0895
C -1.0312 -0.3333 -0.0503
C 1.1850 -0.0835 0.0519
O 0.1445 -1.0775 0.1411
H -2.8136 0.8843 -0.2811
H 1.9781 -0.6947 -0.3883
H 1.6193 0.3249 0.9661
H 0.9862 0.7221 -0.5288

Number 1: DFT total energy -2943.00442 Ha. Number 2: DFT total energy -2347.78780 Ha. Number 3: DFT total energy -191.81453 Ha.